(A)
DFT (the ωB97M-V functional and the def2-TZVPD basis) results for a 2-piece molecular cluster, C7H16N overall.

Values from the calculation:
E_LUMO in hartree: -0.196
Orbital gap in eV: 9.3
HOMO in eV: -14.642

The geometry in ORCA input format:
```
! RIJCOSX wB97M-V def2-TZVPD def2/J DEFGRID3
* xyz 1 1
C -1.627 -1.910 1.645
C -2.527 -1.648 0.716
C 0.312 -1.057 2.776
N -0.429 -1.139 1.742
H -1.730 -2.654 2.423
H -2.407 -0.874 -0.031
H -3.431 -2.239 0.696
H 1.135 -0.357 2.766
H 0.052 -1.667 3.633
H -0.182 -0.560 0.933
C -0.126 0.901 -2.957
C 0.256 1.462 -1.594
C 1.264 0.579 -0.868
C 1.673 1.102 0.503
H 0.725 0.896 -3.639
H -0.910 1.491 -3.430
H -0.490 -0.128 -2.895
H -0.661 1.602 -1.010
H 0.698 2.454 -1.708
H 2.154 0.456 -1.488
H 0.852 -0.441 -0.801
H 2.206 2.050 0.432
H 2.371 0.411 0.986
H 0.819 1.270 1.168
*
```

(B)
DFT (the ωB97M-V functional and the def2-TZVPD basis) results for a 2-piece molecular cluster, C7H16N overall.

Values from the calculation:
E_LUMO in hartree: -0.117
Orbital gap in eV: 10.1
HOMO in eV: -13.239

The geometry in ORCA input format:
```
! RIJCOSX wB97M-V def2-TZVPD def2/J DEFGRID3
* xyz 1 1
C 0.979 -1.215 -2.753
C 0.206 -0.725 -1.606
C -1.133 -0.822 -1.428
N -1.842 -0.276 -0.263
H 0.317 -1.782 -3.449
H 1.390 -0.359 -3.252
H 1.871 -1.876 -2.386
H 0.838 -0.046 -0.973
H -1.831 -1.314 -2.066
H -1.063 0.104 0.294
H -2.456 0.490 -0.446
H -2.344 -1.001 0.304
C -0.820 -0.557 2.494
C 0.407 0.257 1.971
C 0.391 1.354 1.198
C 1.595 1.908 0.433
H -1.746 0.043 2.480
H -0.858 -1.498 1.921
H -0.544 -0.871 3.502
H 1.402 -0.031 2.227
H -0.493 1.957 1.103
H 2.450 1.227 0.450
H 1.376 2.169 -0.632
H 1.910 2.863 0.877
*
```

Which one sits at the bottom of the stability order? (B) does.

(A)
DFT (the ωB97M-V functional and the def2-TZVPD basis) results for an isolated ion of composition C7H16N and charge +1.

Values from the calculation:
E_LUMO in hartree: -0.104
SMILES string: CCC[NH+]1CCCC1
Orbital gap in eV: 13.0
HOMO in eV: -15.833

The geometry in ORCA input format:
```
! RIJCOSX wB97M-V def2-TZVPD def2/J DEFGRID3
* xyz 1 1
C 3.172 -0.371 0.308
C 2.154 0.763 0.100
C 0.944 0.376 -0.749
N -0.228 -0.043 0.105
C -1.049 -1.160 -0.503
C -2.379 -1.015 0.204
C -2.602 0.484 0.012
C -1.244 1.047 0.433
H 4.099 -0.157 -0.219
H 3.425 -0.499 1.357
H 2.799 -1.328 -0.060
H 2.636 1.601 -0.399
H 1.804 1.141 1.063
H 0.596 1.206 -1.359
H 1.171 -0.465 -1.400
H 0.140 -0.408 0.979
H -1.163 -0.895 -1.555
H -0.536 -2.114 -0.431
H -3.141 -1.669 -0.206
H -2.237 -1.232 1.268
H -2.774 0.662 -1.050
H -3.389 0.929 0.610
H -1.240 1.160 1.515
H -0.957 1.988 -0.023
*
```

(B)
DFT (the ωB97M-V functional and the def2-TZVPD basis) results for an isolated ion of composition C7H16N and charge +1.

Values from the calculation:
E_LUMO in hartree: -0.129
SMILES string: C=CCCC[C@@H](C)[NH3+]
Orbital gap in eV: 8.9
HOMO in eV: -12.437

The geometry in ORCA input format:
```
! RIJCOSX wB97M-V def2-TZVPD def2/J DEFGRID3
* xyz 1 1
C -0.631 -1.476 3.418
C -1.426 -1.312 2.376
C -0.876 -1.136 0.997
C -1.222 0.124 0.202
C 0.022 0.959 -0.096
C 0.966 0.422 -1.185
C 0.297 0.001 -2.475
N 1.900 1.626 -1.514
H -0.956 -1.560 4.449
H 0.452 -1.491 3.328
H -2.499 -1.364 2.528
H -1.111 -2.060 0.442
H 0.210 -1.304 1.058
H -1.890 0.739 0.796
H -1.729 -0.121 -0.728
H 0.561 1.140 0.835
H -0.306 1.937 -0.478
H 1.620 -0.349 -0.794
H -0.215 0.776 -3.040
H -0.445 -0.734 -2.144
H 0.940 -0.592 -3.125
H 1.688 1.990 -2.445
H 2.890 1.379 -1.535
H 1.760 2.405 -0.871
*
```

Which one sits at the bottom of the stability order? (B) does.

(A)
DFT (the ωB97M-V functional and the def2-TZVPD basis) results for a 2-piece molecular cluster, C2H5O2 overall.

Values from the calculation:
E_LUMO (spin up / spin down) in hartree: -0.257 / -0.267
Orbital gap (spin up / spin down) in eV: 8.6 / 7.4
HOMO (spin up / spin down) in eV: -15.558 / -14.692

The geometry in ORCA input format:
```
! RIJCOSX wB97M-V def2-TZVPD def2/J DEFGRID3
* xyz 1 1
C 1.033 0.742 -1.079
C -0.476 -0.412 0.378
O -1.056 -1.621 0.512
O 0.272 -0.184 -0.690
H 1.611 0.581 -1.927
H 1.115 1.623 -0.498
H -1.720 1.104 0.653
H -0.013 0.038 1.202
H -0.765 -1.871 1.449
*
```

(B)
DFT (the ωB97M-V functional and the def2-TZVPD basis) results for a 2-piece molecular cluster, C2H5O2 overall.

Values from the calculation:
E_LUMO in hartree: -0.251
Orbital gap in eV: 8.5
HOMO in eV: -15.316

The geometry in ORCA input format:
```
! RIJCOSX wB97M-V def2-TZVPD def2/J DEFGRID3
* xyz 1 1
C -1.492 0.483 0.128
C 0.707 -0.237 -0.067
O 1.921 0.252 0.051
O -0.330 0.716 -0.238
H -2.423 1.011 -0.291
H -1.784 -0.383 0.823
H 0.589 -0.926 -1.594
H 0.241 -1.145 0.436
H 2.571 0.229 0.751
*
```

Which one sits at the bottom of the stability order? (A) does.

(A)
DFT (the ωB97M-V functional and the def2-TZVPD basis) results for one molecule with the formula C2H6N4S.

Values from the calculation:
E_LUMO in hartree: 0.015
SMILES string: [H]/N=C(\NN)SN=C
Orbital gap in eV: 9.5
HOMO in eV: -9.047

The geometry in ORCA input format:
```
! RIJCOSX wB97M-V def2-TZVPD def2/J DEFGRID3
* xyz 0 1
H -0.722 2.500 -0.083
N -0.034 1.867 0.036
C -0.620 0.715 -0.099
N -2.033 0.466 -0.221
N -2.557 -0.931 0.189
S 0.407 -0.803 -0.061
N 2.041 -0.777 -0.082
C 2.738 0.289 0.167
H -2.725 1.032 0.399
H -1.836 -1.173 0.967
H -1.988 -1.512 -0.505
H 3.897 0.321 -0.144
H 2.241 1.276 0.478
*
```

(B)
DFT (the ωB97M-V functional and the def2-TZVPD basis) results for a 2-piece molecular cluster, C2H6N4S overall.

Values from the calculation:
E_LUMO (spin up / spin down) in hartree: 0.005 / -0.013
Orbital gap (spin up / spin down) in eV: 7.6 / 8.4
HOMO (spin up / spin down) in eV: -7.485 / -8.755

The geometry in ORCA input format:
```
! RIJCOSX wB97M-V def2-TZVPD def2/J DEFGRID3
* xyz 0 1
C -1.636 1.145 -0.486
C 0.530 -2.703 0.521
N 1.777 1.674 0.587
N 0.547 1.933 0.637
N 2.247 0.753 -0.096
N -0.147 1.160 -0.218
S 0.913 -0.006 -0.907
H -1.822 1.669 -1.437
H -1.934 0.178 -0.358
H -1.874 1.850 0.352
H 1.558 -2.490 0.720
H 0.044 -3.000 -0.435
H -0.202 -2.165 1.119
*
```

(C)
DFT (the ωB97M-V functional and the def2-TZVPD basis) results for one molecule with the formula C2H6N4S.

Values from the calculation:
E_LUMO in hartree: 0.021
SMILES string: N/N=C/NC(N)=S
Orbital gap in eV: 8.7
HOMO in eV: -8.173

The geometry in ORCA input format:
```
! RIJCOSX wB97M-V def2-TZVPD def2/J DEFGRID3
* xyz 0 1
N 2.543 0.097 0.056
N 1.179 0.283 0.163
C 0.442 -0.744 -0.044
N -0.912 -0.830 0.000
C -1.872 0.151 0.055
N -1.375 1.382 -0.078
S -3.478 -0.234 0.149
H 2.833 -1.032 0.066
H 3.082 0.734 0.786
H 0.971 -1.625 -0.295
H -1.209 -1.838 -0.350
H -0.318 1.420 -0.198
H -1.886 2.236 -0.308
*
```

Which one sits at the bottom of the stability order? (B) does.